Molecular formula: C5H11N
Method: DFT, ωB97M-V/def2-TZVPD

The calculation puts the energy above the lowest of the compared OMol25 structures with the same formula, charge and spin at 1.538 eV. The value obtained for the HOMO energy is -7.567 eV. The value obtained for the HOMO-LUMO gap is 8.6 eV. The largest force on an atom is 0.07873 hartree/bohr. The value obtained for the LUMO energy is 0.039 Ha.

Element x y z (Å)
1 N 0.21032 1.45386 0.02416
2 C 0.18749 0.09705 -0.13029
3 C -0.86460 2.31534 0.54830
4 C -0.78852 -0.81630 -0.08440
5 C -0.47346 -2.25316 0.16745
6 C 1.61290 -0.47582 -0.51643
7 H 2.31618 -0.57009 0.28878
8 H -1.83450 2.13832 0.07755
9 H 0.84109 1.90961 -0.61489
10 H -0.38928 -2.84567 -0.75926
11 H 1.86761 0.44124 -1.17949
12 H -0.54227 3.29858 0.24003
13 H -1.85680 -0.58895 -0.03035
14 H 0.40704 -2.51558 0.78035
15 H -1.37670 -2.65165 0.72640
16 H 1.58828 -1.31715 -1.19865
17 H -0.90479 2.38037 1.66075